{"formula": "C34H34BN2O6PPmS2", "method": "ωB97M-V with the def2-TZVPD basis set", "orbital_gap_ev": [6.0116, 6.0304], "charge": -1, "spin_multiplicity": 5, "s2": 6.0057, "symbols": ["Pm", "O", "C", "C", "C", "C", "C", "C", "C", "P", "C", "C", "C", "C", "C", "C", "C", "C", "C", "C", "C", "C", "H", "H", "H", "H", "H", "H", "H", "H", "H", "H", "H", "H", "H", "H", "N", "C", "C", "C", "C", "C", "C", "C", "C", "N", "C", "H", "H", "H", "H", "H", "H", "H", "H", "C", "C", "C", "O", "B", "O", "C", "C", "C", "H", "H", "H", "H", "H", "H", "H", "H", "H", "H", "H", "H", "O", "S", "O", "O", "S"], "positions_angstrom": [[-0.54, -1.39, 1.74], [-1.70, -3.66, 1.26], [-2.23, -2.75, 0.56], [-3.26, -2.99, -0.35], [-4.13, -4.07, -0.30], [-5.20, -4.00, -1.14], [-5.35, -3.02, -2.12], [-4.53, -1.91, -2.10], [-3.38, -1.96, -1.36], [-2.29, -0.55, -1.29], [-3.36, 0.88, -0.92], [-4.45, 0.77, -0.05], [-5.29, 1.85, 0.03], [-5.02, 3.09, -0.57], [-3.94, 3.15, -1.46], [-3.14, 2.04, -1.64], [-1.59, -0.29, -2.93], [-0.54, 0.65, -3.00], [-0.10, 1.12, -4.22], [-0.78, 0.69, -5.39], [-1.91, -0.14, -5.31], [-2.26, -0.74, -4.10], [-4.04, -4.83, 0.50], [-5.99, -4.76, -1.06], [-6.18, -3.11, -2.79], [-4.72, -1.02, -2.71], [-4.65, -0.14, 0.58], [-6.19, 1.74, 0.64], [-5.61, 3.98, -0.35], [-3.67, 4.05, -2.06], [-2.33, 2.10, -2.37], [-0.03, 1.05, -2.09], [0.71, 1.80, -4.34], [-0.47, 1.07, -6.35], [-2.47, -0.36, -6.18], [-3.04, -1.48, -3.97], [0.79, -2.91, 3.48], [2.03, -3.44, 2.97], [2.63, -4.63, 3.48], [3.52, -5.31, 2.62], [4.17, -4.53, 1.62], [3.78, -3.18, 1.29], [4.26, -2.44, 0.23], [3.64, -1.32, -0.17], [2.38, -0.77, 0.42], [1.78, -1.63, 1.45], [2.58, -2.73, 1.87], [0.99, -1.97, 3.90], [0.24, -3.44, 4.23], [2.29, -5.03, 4.39], [3.81, -6.34, 2.78], [4.92, -5.01, 0.97], [5.01, -2.82, -0.44], [4.08, -0.77, -0.95], [1.57, -0.50, -0.25], [5.00, 3.21, 1.00], [3.52, 2.82, 1.43], [3.27, 3.43, 2.83], [3.63, 1.33, 1.59], [2.75, 0.76, 0.72], [1.95, 1.64, 0.01], [2.45, 3.04, 0.35], [1.25, 3.95, 0.66], [3.16, 3.66, -0.85], [5.72, 2.91, 1.76], [5.20, 4.28, 0.77], [5.34, 2.70, 0.12], [4.21, 3.44, 3.38], [2.56, 2.84, 3.40], [2.98, 4.47, 2.70], [0.78, 3.72, 1.65], [0.53, 3.74, -0.11], [1.55, 5.02, 0.56], [3.90, 2.98, -1.36], [3.57, 4.62, -0.54], [2.39, 3.84, -1.61], [-1.45, 2.19, 3.51], [-1.24, 0.90, 2.96], [0.14, 0.33, 3.14], [-1.56, 0.77, 1.45], [-2.39, -0.66, 3.79]]}